(1)
ORCA calculation (ωB97M-V with the def2-TZVPD basis set) on a molecular structure, C14H15NPtSe.

- strongest force on any atom (Eh/bohr) = 0.0684
- frontier orbital gap (alpha / beta) (hartree) = 0.097 / 0.163
- multiplicity = 3
- LUMO energy (alpha / beta) (eV) = 5.34 / 5.26
- molecular weight (g mol⁻¹) = 471.3
- total charge = -2

CARTESIAN COORDINATES (ANGSTROEM)
C: -2.1847 -0.6915 -2.0407
C: -0.9864 -1.0246 -2.7486
C: -0.0607 0.0840 -2.6075
C: -0.6892 1.0652 -1.7332
C: -1.9994 0.5660 -1.3932
Pt: -0.1492 -0.7824 -0.5912
C: -0.5455 -2.8752 -0.3329
C: -1.7408 -2.5634 0.5285
C: -2.7564 -3.3983 0.8820
N: -1.5967 -1.1760 0.8019
H: 0.9000 0.1906 -3.1011
H: -0.8078 -1.9132 -3.3483
H: -0.2675 2.0293 -1.4612
H: -2.7439 1.1178 -0.8247
H: -3.1014 -1.2761 -2.0461
H: -0.7965 -3.3982 -1.2584
H: -2.3666 -0.6308 1.1847
H: 0.2827 -3.3161 0.2321
H: -2.6959 -4.4155 0.5130
H: -3.5926 -3.0374 1.4712
Se: 2.1819 -0.6567 -0.1261
C: 2.2514 0.9779 0.8164
C: 2.4767 2.1848 0.1269
C: 2.5735 3.3781 0.8402
C: 2.4276 3.3808 2.2345
C: 2.1618 2.1838 2.9153
C: 2.0686 0.9851 2.2124
H: 2.5831 2.1621 -0.9575
H: 2.7655 4.3082 0.3035
H: 2.5177 4.3150 2.7907
H: 2.0304 2.1829 3.9981
H: 1.8604 0.0438 2.7193

(2)
ORCA calculation (ωB97M-V with the def2-TZVPD basis set) on a molecular structure, C14H15O4S4Tb.

- strongest force on any atom (Eh/bohr) = 0.0282
- frontier orbital gap (alpha / beta) (hartree) = 0.264 / 0.264
- multiplicity = 7
- LUMO energy (alpha / beta) (eV) = -0.42 / -0.42
- molecular weight (g mol⁻¹) = 534.5
- energy above the lowest of the compared OMol25 structures with the same formula, charge and spin (kcal per mole) = 0.00
- total charge = 0

CARTESIAN COORDINATES (ANGSTROEM)
Tb: -0.3486 0.3920 -0.0050
C: 2.9161 0.1358 2.2520
C: 1.4208 0.1455 2.3876
C: 0.6743 -1.0380 2.3387
C: -0.7078 -1.0272 2.5094
C: -1.3796 0.1742 2.7211
C: -0.6542 1.3580 2.7498
C: 0.7291 1.3418 2.5793
H: 3.3809 0.1451 3.2401
H: 3.2576 1.0058 1.6948
H: 3.2616 -0.7498 1.7218
H: 1.1842 -1.9768 2.1568
H: -1.2662 -1.9523 2.4464
H: -2.4567 0.1877 2.8068
H: -1.1670 2.3026 2.8780
H: 1.2780 2.2749 2.5748
O: 1.2335 2.2377 -5.8861
C: 1.2238 2.0660 -4.6994
S: 0.3801 3.1139 -3.5527
C: 0.7804 2.2291 -2.0962
C: 1.5349 1.1132 -2.2477
S: 2.1077 -0.0144 -1.0104
S: 1.9969 0.6909 -3.8833
S: 0.1000 2.9060 -0.6152
C: -2.6404 -2.6162 -2.6378
C: -2.1209 -1.3145 -2.0750
C: -1.9110 -0.2374 -3.1291
O: -0.8406 -1.5099 -1.3828
C: -3.0469 -0.7775 -0.9801
O: -4.2204 -1.0348 -0.9326
O: -2.4262 0.0395 -0.1263
H: -2.0714 -2.9142 -3.5205
H: -3.6841 -2.4925 -2.9165
H: -2.5743 -3.4051 -1.8896
H: -1.2331 -0.5967 -3.9077
H: -1.4712 0.6811 -2.7276
H: -2.8615 0.0273 -3.5938
H: -0.1510 -1.7804 -1.9930

(3)
ORCA calculation (ωB97M-V with the def2-TZVPD basis set) on a molecular structure, C14H15P.

- strongest force on any atom (Eh/bohr) = 0.0899
- frontier orbital gap (hartree) = 0.331
- LUMO energy (eV) = 0.67
- molecular weight (g mol⁻¹) = 214.2
- energy above the lowest of the compared OMol25 structures with the same formula, charge and spin (kcal per mole) = 51.56
- total charge = 0

CARTESIAN COORDINATES (ANGSTROEM)
C: 4.2015 0.7796 0.6743
C: 4.2816 0.2608 -0.6198
C: 3.0240 0.7306 1.3783
C: 3.1393 -0.2088 -1.1996
C: 1.8402 0.2622 0.7950
C: 1.9214 -0.2334 -0.4765
C: -0.4268 -2.1397 -0.7194
C: -1.7207 -1.8192 -0.4583
C: -1.9273 -0.3989 -0.1287
C: -0.8323 0.3186 -0.5119
C: -1.0912 2.8246 0.7240
C: -0.7176 2.3193 -0.4594
C: -2.8193 -2.7853 -0.1253
C: -3.2382 0.0945 0.3063
P: 0.3864 -0.6116 -1.3952
H: 5.0418 1.1277 1.2557
H: 5.1643 0.4639 -1.2569
H: 2.9657 1.3430 2.2521
H: 3.0466 -0.2916 -2.3652
H: 0.8753 0.2815 1.2962
H: -0.1665 -3.2562 -1.0999
H: -1.0213 3.9378 0.9207
H: -1.5280 2.3042 1.5816
H: -0.3217 3.0761 -1.2620
H: -2.3930 -3.7952 0.0791
H: -3.5918 -2.8987 -0.8955
H: -3.2133 -2.4675 0.8415
H: -3.8819 0.0815 -0.5808
H: -3.3013 1.2374 0.4540
H: -3.6959 -0.5375 0.9957

Q: Which of these has the highest molecular weight?
A: C14H15O4S4Tb